Record 1
A structure of composition C38H100O12, computed with ωB97M-V with the def2-TZVPD basis set.

```
150
C38H100O12, DFT ωB97M-V with the def2-TZVPD basis set
O -3.6169 0.4120 1.2584
O 0.6727 1.3607 -4.9573
O 2.7506 -1.3339 3.8059
O 3.5121 -2.1954 -4.0693
O -1.7542 2.5454 -0.6584
O 1.6035 -4.3572 -1.1806
O -0.6292 2.5383 3.9898
O -1.6390 0.6095 -0.0806
O 2.1475 -3.2065 3.6407
O 4.2909 2.9488 0.2138
O -5.5960 0.2196 -2.2316
O -2.1277 -3.1006 0.1992
C 0.1440 -2.9104 2.3057
C -0.2642 0.4874 -0.2180
C -2.4132 -3.2401 1.5981
C 5.7009 2.8560 0.2583
C -0.8709 3.1631 0.2956
C 0.0036 2.1348 -3.9308
C 0.9693 2.1462 -6.1278
C 3.9226 0.6791 4.1279
C 2.2185 1.9375 -0.1217
C -2.4964 -1.8689 -0.3304
C -7.8223 -0.2383 -2.1455
C -1.7452 1.8463 3.3591
C 1.6930 -1.0611 -2.9073
C -0.5952 -4.1327 -0.8080
C 3.8995 -4.1498 -1.7723
C -2.3551 -4.6810 2.1896
C 0.5537 -4.9505 -0.4996
C 6.1068 2.9648 1.7303
C 1.5545 0.6937 3.0000
C -6.6940 0.6034 -1.5078
C 1.5855 -3.2593 2.3244
C 0.2735 -0.7238 0.4922
C 0.0835 3.4279 3.1147
C 2.9255 -0.0132 3.2504
C 2.8336 -5.0151 -1.0189
C -4.8525 2.4016 1.4504
C 1.1107 4.0316 3.9878
C 2.5200 -2.5103 1.3400
C -3.1962 0.7981 -2.4763
C 1.7327 1.2466 -7.1329
C -0.6040 1.1717 -2.8793
C -1.9430 -1.6756 -1.7688
C -3.6925 1.7524 0.7593
C -1.4258 0.4095 3.0032
C 3.2135 -1.4431 -2.9038
C 3.6394 1.6810 0.3246
C -4.4390 0.9234 -1.6212
C -1.4247 4.2942 1.0495
H 4.0019 0.9378 -0.3855
H 5.5195 3.6684 2.3203
H -2.9602 1.5965 -3.1798
H -7.7543 -1.3249 -2.1977
H -2.1970 3.2633 -1.1167
H -1.8969 1.5047 -0.3124
H -2.1863 4.0520 1.7908
H -0.1907 -2.9232 1.2684
H -0.0281 -1.8571 2.5275
H -2.7361 -4.8335 3.1994
H 1.0009 -1.9014 -2.9626
H 1.3635 -0.7158 0.4917
H -3.0592 -0.1337 -3.0250
H 2.0923 1.9525 -1.2043
H -8.6843 -0.0702 -1.4999
H 3.3981 -2.1516 -2.0963
H 3.5940 1.2469 1.3234
H 3.7890 -0.5242 -2.7919
H 4.7599 -4.8111 -1.8744
H 2.1057 -2.7032 0.3504
H -1.4908 -4.5401 -0.3389
H -1.4758 -0.2926 3.8354
H 1.4020 0.2097 -7.1934
H -2.3192 0.8636 -1.8323
H 0.8097 -5.1020 0.5490
H 0.3876 -5.9319 -0.9439
H 2.4600 -2.3106 3.7870
H -2.6798 1.9654 3.9072
H 2.0456 3.4712 3.9779
H 6.1334 1.9248 -0.1077
H -0.6112 -3.5003 2.8251
H -2.1310 -0.6913 -2.1977
H -0.0007 -0.9521 1.5221
H 1.2880 1.3379 3.8379
H -1.3692 0.5767 -3.3778
H 4.8572 0.1216 4.1891
H -5.7625 1.8035 1.4034
H 0.8174 4.2553 5.0135
H -3.3508 -2.8524 1.9964
H 1.5758 1.6486 -8.1338
H -2.8668 -5.3983 1.5480
H -0.5747 4.2562 2.8525
H -3.8200 1.7817 -0.3228
H 1.5742 -4.3440 2.2179
H -0.7540 2.8070 -4.3337
H -0.8890 -1.9518 -1.7997
H -0.5259 0.3295 2.3934
H -3.5686 -1.6779 -0.3732
H 4.4627 -2.3284 -4.0533
H 1.5199 -0.3679 -3.7304
H -0.2415 -3.1301 -0.5678
H -2.7881 2.3118 0.9985
H 1.7001 1.3065 2.1104
H 3.1341 -5.2035 0.0118
H 0.0633 0.3493 -1.2485
H -5.0394 3.4057 1.0695
H -0.0302 3.2539 -0.3922
H -2.1417 -1.0778 0.3303
H 3.0473 -1.3012 4.7183
H -1.2985 -4.9158 2.0614
H 0.7274 2.8477 -3.5360
H 1.4172 4.9568 3.4999
H 3.3939 -0.1253 2.2726
H 5.9231 2.0042 2.2115
H -2.9609 -0.0919 0.7712
H -6.8686 1.6732 -1.6217
H -1.8229 2.3463 2.3937
H 4.2640 -3.2119 -1.3533
H 0.1827 1.3702 0.2392
H 4.0021 1.7596 4.0083
H 6.1622 3.6506 -0.3281
H 2.7982 1.2911 -6.9076
H -0.0703 -1.5383 -0.1455
H 0.2268 0.5559 -2.5348
H 1.5502 3.0375 -5.8907
H -1.8032 4.9979 0.3082
H 2.4267 -1.4582 1.6093
H -1.1349 1.7510 -2.1238
H -0.7200 -4.1280 -1.8909
H 3.5461 0.5984 5.1477
H 0.7690 0.0099 2.6784
H -4.1981 0.5547 -0.6241
H 0.0287 2.5002 -6.5498
H -4.6353 2.4708 2.5162
H -1.6473 -2.6283 2.0748
H -0.5032 2.4078 0.9902
H 1.9877 2.9385 0.2427
H 1.5936 1.1342 0.2685
H 1.4797 -0.5715 -1.9570
H -0.6273 4.8412 1.5525
H -6.5987 0.5275 -0.4246
H -4.5940 1.9826 -1.4155
H -7.9836 0.1381 -3.1556
H 3.5108 -2.9623 1.2946
H -2.3898 -2.4147 -2.4338
H 0.5178 2.9952 2.2135
H 3.4901 -3.9650 -2.7654
H 7.1841 3.0895 1.8396
H -2.2658 0.0849 2.3890
H 2.6963 -6.0203 -1.4176
```

## Properties
E_HOMO: -0.300 Eh
HOMO-LUMO gap: 8.20 eV

Mulliken atomic charge list, values in e, 4 entries:
1. O -0.789
2. O -0.204
3. O -0.254
4. O -0.613

Record 2
A cluster of 3 separate species, CHCl2N3O2 in total, computed with ωB97M-V with the def2-TZVPD basis set.

```
9
CHCl2N3O2, DFT ωB97M-V with the def2-TZVPD basis set
Cl 6.0520 0.8171 0.2398
Cl -2.4370 -2.7333 0.3551
O -2.3961 2.1238 -1.3658
O 0.2614 -0.3094 1.9442
N -2.4193 -0.1347 -1.7010
N -2.4893 0.9698 -1.5151
N -1.4362 -1.4830 0.8554
C -0.4801 -1.0452 1.4252
H 5.3446 1.7949 -0.2379
```

## Properties
E_HOMO: -0.390 Eh
ΔE to the lowest compared entry with this formula, charge and spin: 5.8 kcal per mole
HOMO-LUMO gap: 10.62 eV

Mulliken atomic charge list, values in e, 4 entries:
1. Cl -0.246
2. Cl 0.052
3. O -0.518
4. O -0.407

Record 3
A cluster of 2 separate species, C7H17N3 in total, computed with ωB97M-V with the def2-TZVPD basis set.

```
27
C7H17N3, DFT ωB97M-V with the def2-TZVPD basis set
N 0.2366 -0.7080 1.5684
N -2.0335 2.1232 -3.4598
N -0.1250 0.4487 -0.5582
C -0.1977 -2.0364 1.3273
C 0.6851 -0.2772 -1.4773
C -1.0241 1.9155 -4.1909
C -0.3442 0.3765 0.6630
C 1.3191 -0.5050 2.2392
C -1.1784 1.2603 1.3632
C 2.1183 -1.5303 2.9458
H 1.1034 -1.3034 -1.0879
H 0.2349 -0.2803 -2.4157
H -0.1619 1.2995 -3.8865
H -1.0900 2.2767 -5.1596
H -0.8021 -2.1129 0.3569
H -0.7449 -2.4929 2.1036
H 0.5734 -2.7375 1.2121
H -2.6060 2.7956 -3.7958
H -1.7809 0.9081 2.1995
H -2.1223 1.6293 -2.4330
H 1.6374 0.1701 -1.4960
H -1.9350 1.9312 0.8733
H 1.4591 -2.3811 3.3797
H 1.9027 0.4197 1.9791
H -0.6832 2.0508 1.9531
H 2.6833 -1.9174 2.1082
H 2.8760 -1.3227 3.6884
```

## Properties
E_HOMO: -0.628 Eh
ΔE to the lowest compared entry with this formula, charge and spin: 45.6 kcal per mole
Charge: +2
HOMO-LUMO gap: 9.17 eV

Mulliken atomic charge list, values in e, 4 entries:
1. N 0.239
2. N -0.105
3. N -0.265
4. C -1.189

Record 4
A structure of composition H2N2O3, computed with ωB97M-V with the def2-TZVPD basis set.

```
7
H2N2O3, DFT ωB97M-V with the def2-TZVPD basis set
O 1.0722 1.1830 0.0050
O -0.1536 -0.8846 -0.0101
O 2.2243 -0.6429 -0.0281
N -1.1245 0.0804 -0.0581
N 1.3068 0.0341 0.0324
H -1.7618 0.2936 -0.7758
H -1.5634 -0.0636 0.8348
```

## Properties
E_HOMO (alpha / beta): -0.356 / -0.356 Eh
ΔE to the lowest compared entry with this formula, charge and spin: 31.6 kcal per mole
HOMO-LUMO gap (alpha / beta): 10.18 / 10.18 eV

Mulliken atomic charge list, values in e, 4 entries:
1. O -0.446
2. O -0.330
3. O -0.496
4. N -0.280

Record 5
A cluster of 12 separate species, C6H35NO11 in total, computed with ωB97M-V with the def2-TZVPD basis set.

```
53
C6H35NO11, DFT ωB97M-V with the def2-TZVPD basis set
O -2.3157 2.9782 0.7752
O -3.9747 0.8823 0.8893
O 0.4690 -1.4329 4.9266
O -3.4699 -1.0929 -1.5236
O 0.1576 3.7906 -2.5900
O 2.9010 0.4498 1.4931
O 1.8754 4.3641 0.3389
O -1.8642 -0.5932 1.5966
O -0.0428 0.3122 2.8481
O 3.3086 0.1068 -1.2836
O 0.2288 1.9158 0.5378
N -0.5811 -2.5509 -2.2274
C 0.0911 -1.7635 -3.2074
C 0.9389 -2.5167 -0.3451
C -0.4910 -2.2374 -0.8161
C -0.5815 -0.4799 -3.6884
C 1.3412 -1.6786 0.8332
C 1.8668 -2.0675 1.9927
H 1.1506 -1.6091 -2.9968
H 0.0637 0.0737 -4.3674
H 2.1341 3.4449 0.4412
H 2.8609 -0.5470 -0.7380
H -1.4454 -2.9476 -2.5587
H -0.2950 -1.8376 4.5065
H -4.0056 0.8153 -0.0682
H -0.7745 -1.2036 -0.5808
H -1.5655 -0.7085 -4.0939
H -1.4579 3.2019 0.4055
H 0.1538 -2.4458 -4.0630
H -2.4732 3.7414 1.3441
H 3.7293 0.9169 1.4039
H -0.7526 0.1728 -2.8317
H 0.4672 1.6273 1.4355
H -4.0452 -0.3486 -1.7358
H -3.6104 1.7897 0.9598
H -2.6504 -0.0019 1.4773
H 0.5306 -0.5602 4.4977
H 0.5330 3.3232 -1.8366
H 2.0416 -1.2222 2.6567
H 1.1178 -3.5816 -0.1671
H -2.0922 -1.3061 2.1997
H -2.8188 -0.6830 -0.9408
H 1.6917 -2.3775 -1.1299
H 0.6613 -0.0528 2.3050
H 0.8146 4.4722 -2.7840
H 2.6431 -0.0001 2.2978
H 1.2981 -0.6121 0.6322
H -0.8502 0.0432 2.3608
H -1.1913 -2.8264 -0.2234
H 4.2609 0.0618 -1.1949
H 0.9146 4.3347 0.3546
H 2.1155 -3.0390 2.3913
H 0.9884 1.5055 0.0917
```

## Properties
E_HOMO: -0.303 Eh
ΔE to the lowest compared entry with this formula, charge and spin: 92.3 kcal per mole
HOMO-LUMO gap: 8.30 eV

Mulliken atomic charge list, values in e, 4 entries:
1. O -0.591
2. O -0.689
3. O -0.638
4. O -0.572

Record 6
A structure of composition C10H12FNO3, computed with ωB97M-V with the def2-TZVPD basis set.

```
27
C10H12FNO3, DFT ωB97M-V with the def2-TZVPD basis set
F -1.1821 -2.0068 1.4775
O -0.8474 0.2176 -1.2371
O 0.5946 -2.0257 0.0993
O -2.2596 -0.0607 0.5121
N -1.5432 -2.7117 -1.0095
C 1.3370 0.1581 0.7389
C -2.3759 2.4152 0.4658
C -2.9299 1.1185 -0.0801
C 2.3777 1.0793 0.8075
C 3.5596 0.8910 0.1192
C 1.5040 -1.0172 0.0080
C 3.6702 -0.2214 -0.7169
C -0.6506 -1.6564 0.2919
C -1.1854 -0.3927 -0.2618
C 2.6363 -1.1852 -0.7694
H -2.5290 -2.8584 -0.7603
H -2.7013 1.2141 -1.0405
H -3.1443 3.1573 0.1730
H 2.7128 -2.2018 -1.3809
H 4.2338 1.7432 0.1219
H -3.9399 0.9771 0.2287
H 4.7310 -0.3158 -1.1822
H -2.3611 2.2583 1.6112
H 0.3573 0.4312 1.2097
H -1.0874 -3.6540 -0.9707
H -1.2895 2.6420 0.1408
H 2.3123 2.0050 1.4039
```

## Properties
E_HOMO: -0.339 Eh
ΔE to the lowest compared entry with this formula, charge and spin: 5.8 kcal per mole
HOMO-LUMO gap: 9.94 eV

Mulliken atomic charge list, values in e, 4 entries:
1. F -0.272
2. O -0.540
3. O -0.408
4. O -0.325

Looking at E for the records above, in order, we have -65572.30475; -34659.71769; -11985.42914; -9148.86900; -30800.69417; -20911.63426 eV.
Looking at F_max for the records above, in order, we have 0.2440; 0.0438; 0.1286; 0.0823; 0.0437; 0.1228 Eh/bohr.